No. 1
Below is C15H36NO10PS as an isolated structure in a non-equilibrium geometry, with properties calculated with ωB97M-V with the def2-TZVPD basis set.

Each line ends with the Löwdin charge.
Cartesian coordinates (Å):
1 C 5.7584 -3.0953 -0.7839  -0.04
2 C 4.8213 -2.0624 -0.0860  -0.35
3 C 4.8102 -0.5523 -0.5490  -0.04
4 N 3.9787 -2.3594 0.8756  0.03
5 O 3.4003 -3.6318 0.6702  -0.23
6 P 1.9445 -3.5540 -0.1653  0.49
7 O 1.0911 -4.6951 0.3430  -0.28
8 O 1.1731 -2.1411 0.2570  -0.16
9 O 2.1140 -3.7960 -1.8183  -0.62
10 S 2.5863 -2.3927 -2.6495  0.78
11 H 5.3207 -4.1231 -0.7998  0.08
12 H 5.9092 -2.7889 -1.8505  0.07
13 H 6.7479 -3.1307 -0.2727  0.09
14 H 3.7455 -0.2308 -0.4768  0.06
15 H 5.4863 0.0651 0.0893  0.09
16 H 5.0832 -0.5024 -1.6313  0.07
17 H 1.0602 -1.5319 -0.4930  0.04
18 H 2.3917 -2.6194 -4.0042  -0.09
19 C -3.3337 -3.2045 -0.3229  -0.10
20 O -3.5175 -1.8596 -0.7262  -0.20
21 C -2.3653 -1.0560 -0.5138  -0.19
22 C -2.1717 -0.0705 -1.6574  -0.18
23 O -1.7132 -0.6637 -2.8655  -0.13
24 C -2.6317 -1.4943 -3.5738  -0.18
25 C -3.8015 -0.7527 -4.2018  -0.20
26 O -4.7449 -0.3637 -3.2133  -0.20
27 C -5.3371 0.8922 -3.4755  -0.11
28 H -3.3198 -3.2771 0.7679  0.09
29 H -4.1695 -3.7887 -0.7094  0.09
30 H -2.4088 -3.6193 -0.7363  0.09
31 H -1.4715 -1.6815 -0.4172  0.11
32 H -2.5174 -0.5010 0.4187  0.13
33 H -1.3807 0.6272 -1.3645  0.13
34 H -3.0642 0.5309 -1.8238  0.11
35 H -2.9686 -2.3231 -2.9509  0.12
36 H -2.0471 -1.9368 -4.3855  0.13
37 H -4.3162 -1.4207 -4.9029  0.13
38 H -3.4253 0.1166 -4.7534  0.12
39 H -4.5766 1.6514 -3.6889  0.09
40 H -5.8816 1.1990 -2.5827  0.09
41 H -6.0370 0.8165 -4.3135  0.09
42 C -1.8864 4.5480 2.0641  -0.11
43 O -0.6605 3.8773 1.8495  -0.21
44 C 0.4739 4.7031 2.0806  -0.19
45 C 1.5921 3.9244 2.7593  -0.18
46 O 1.3565 3.6249 4.1319  -0.13
47 C 0.3546 2.6538 4.4292  -0.18
48 C 0.7097 1.2329 4.0213  -0.19
49 O 0.6075 1.0710 2.6136  -0.20
50 C 1.5961 0.2113 2.0797  -0.12
51 H -2.0768 5.2628 1.2583  0.09
52 H -2.6812 3.8014 2.0747  0.09
53 H -1.8913 5.0632 3.0302  0.09
54 H 0.2070 5.5615 2.7056  0.12
55 H 0.8244 5.0615 1.1057  0.13
56 H 2.4822 4.5607 2.7553  0.13
57 H 1.8527 3.0264 2.2003  0.11
58 H -0.6134 2.9565 4.0292  0.11
59 H 0.2571 2.6701 5.5182  0.13
60 H 0.0005 0.5371 4.4852  0.13
61 H 1.7196 0.9956 4.3747  0.13
62 H 2.5968 0.4966 2.4231  0.09
63 H 1.5720 0.3052 0.9943  0.07
64 H 1.3851 -0.8240 2.3540  0.08

The gap between HOMO and LUMO is 0.31603 Ha.

No. 2
Below is a 2-piece molecular cluster, C15H37BN2O9P2 overall, with properties calculated with ωB97M-V with the def2-TZVPD basis set.

Each line ends with the Löwdin charge.
Cartesian coordinates (Å):
1 C -6.1348 2.0510 1.8987  -0.08
2 C -5.2199 0.8864 1.5008  -0.14
3 C -5.1344 0.7614 0.0040  -0.51
4 O -5.7824 0.0153 -0.6639  0.14
5 O -4.2650 1.6563 -0.5246  -0.02
6 C -3.5721 1.2507 -1.7181  -0.16
7 C -2.8008 2.4486 -2.2460  -0.13
8 C -1.8575 3.1034 -1.2255  -0.44
9 O -0.4793 2.8793 -1.5173  -0.17
10 C 0.0162 1.6004 -1.1638  -0.14
11 C 0.9408 1.6366 0.0639  -0.20
12 O 2.1854 0.9647 -0.1688  -0.15
13 C 2.0860 -0.3917 -0.5191  -0.33
14 P 1.2163 -1.4882 0.6540  0.72
15 O 1.6109 -2.9108 0.5268  -0.43
16 B 1.2244 3.1198 0.5819  -0.53
17 O 2.4849 3.6516 0.4182  0.17
18 N 0.1514 3.8372 1.2377  -0.11
19 C 0.3710 5.2840 1.3285  -0.12
20 C -0.2788 3.2726 2.5261  -0.07
21 P -2.0164 4.9470 -1.0998  0.91
22 O -3.6143 5.0214 -0.6531  -0.27
23 O -2.1976 5.2157 -2.7112  -0.26
24 H -7.0858 1.9832 1.3676  0.08
25 H -6.3451 2.0182 2.9686  0.07
26 H -5.6768 3.0141 1.6702  0.07
27 H -4.2211 1.0297 1.9170  0.11
28 H -5.6274 -0.0552 1.8701  0.12
29 H -4.2890 0.8942 -2.4583  0.13
30 H -2.9108 0.4157 -1.4636  0.12
31 H -2.2073 2.1370 -3.1088  0.14
32 H -3.5238 3.1798 -2.6091  0.11
33 H -2.0990 2.7329 -0.2182  0.12
34 H 0.5919 1.2369 -2.0204  0.14
35 H -0.8171 0.9083 -1.0048  0.11
36 H 0.4340 1.1430 0.9148  0.12
37 H 3.0999 -0.7986 -0.5643  0.11
38 H 1.6297 -0.5582 -1.5042  0.10
39 H 1.4258 -0.9066 1.9191  0.02
40 H -0.1509 -1.2607 0.3995  0.01
41 H 2.9511 3.8372 1.2395  0.12
42 H 1.1416 5.5585 2.0627  0.09
43 H -0.5639 5.7751 1.6102  0.07
44 H 0.6645 5.6716 0.3542  0.07
45 H 0.5477 2.8958 3.1427  0.09
46 H -1.0003 2.4623 2.3850  0.08
47 H -0.7866 4.0480 3.1022  0.08
48 H -3.6798 5.2255 0.2885  0.04
49 H -2.2331 6.1639 -2.8894  0.05
50 C 4.5920 -8.2233 0.4223  -0.12
51 O 3.7990 -7.1742 0.9331  -0.19
52 C 4.3131 -5.8687 0.7410  -0.21
53 C 4.0240 -5.2540 -0.6331  -0.44
54 C 4.8845 -5.8217 -1.7582  -0.07
55 N 2.6146 -5.3368 -1.0085  0.04
56 H 5.6595 -7.9973 0.5209  0.09
57 H 4.3759 -8.4352 -0.6282  0.07
58 H 4.3673 -9.1153 1.0067  0.09
59 H 3.8222 -5.2502 1.4956  0.12
60 H 5.3929 -5.8615 0.9487  0.12
61 H 4.2623 -4.1891 -0.5348  0.13
62 H 4.5275 -6.8035 -2.0720  0.06
63 H 4.8364 -5.1671 -2.6281  0.07
64 H 5.9298 -5.9170 -1.4568  0.08
65 H 2.0680 -4.8394 -0.3097  0.03
66 H 2.3284 -6.3099 -0.9394  0.07

The gap between HOMO and LUMO is 0.31982 Ha. As for the SMILES: CCC(=O)OCC[C@@H](OC[C@@H](OC[PH2]=O)B(O)N(C)C)P(O)O.COC[C@@H](C)N.

Question: What is the gap between HOMO and LUMO in the second record?
Answer: 0.31982 Ha

Question: The lowest gap between HOMO and LUMO belongs to which entry?
Answer: C15H36NO10PS

Question: Which of these has the lowest gap between HOMO and LUMO?
Answer: C15H36NO10PS

Question: The lowest gap between HOMO and LUMO belongs to which entry?
Answer: C15H36NO10PS